{
  "formula": "C30H28FN2O4PdS6",
  "method": "the ωB97M-V functional and the def2-TZVPD basis",
  "symbols": ["Pd", "S", "S", "S", "S", "S", "S", "F", "O", "O", "O", "O", "N", "N", "C", "C", "C", "C", "C", "C", "C", "C", "C", "C", "C", "C", "C", "C", "C", "C", "C", "C", "C", "C", "C", "C", "C", "C", "C", "C", "C", "C", "C", "C", "H", "H", "H", "H", "H", "H", "H", "H", "H", "H", "H", "H", "H", "H", "H", "H", "H", "H", "H", "H", "H", "H", "H", "H", "H", "H", "H", "H"],
  "coordinates": [[-0.554657, -0.653447, -1.615623], [0.878351, 0.418085, -0.264075], [5.089222, -1.632805, -3.470370], [0.130770, -2.795541, -0.618564], [2.734589, -3.350038, 1.595371], [2.311731, -2.201559, -2.554477], [4.472514, -2.632775, -0.732646], [-2.315376, 3.680128, 2.878966], [-3.758294, 0.817310, -0.952435], [1.036843, -0.174343, 1.079746], [-3.890130, -2.869849, -2.035181], [-2.159651, -1.553823, -2.560920], [-2.160711, -1.711603, 1.825207], [2.962623, 6.144517, -4.628872], [2.938535, 2.044200, -0.130923], [0.481434, 2.169256, 0.023537], [-3.025509, -1.370994, -0.388584], [1.002461, 1.805349, -3.855097], [-3.082647, -1.996604, -1.769490], [-0.585360, 3.351507, -2.945023], [1.740228, 2.982588, -0.281762], [-3.240412, 0.041845, -0.154182], [-0.901552, -0.768388, 4.240680], [2.863029, -2.880742, -0.086653], [-2.185902, -0.357570, 2.098470], [-0.441758, -2.025601, 3.515650], [4.020816, -2.126977, -2.315485], [1.827371, -2.672015, -0.931506], [-1.606970, -2.674535, 2.782434], [2.151236, -5.052694, 1.405176], [-2.759150, 0.515540, 1.165292], [-1.613976, 0.151757, 3.284971], [2.542000, 0.770430, -0.862966], [1.823888, 2.852470, -4.224252], [-1.114505, 0.902028, -2.856490], [-1.671351, 1.506427, 3.520735], [-2.701208, -3.206759, 3.701855], [-0.218332, 2.024104, -3.200462], [-2.818307, 1.888035, 1.436281], [2.286608, 5.263427, -4.328207], [1.439109, 4.167153, -3.952423], [-2.284705, 2.350828, 2.602481], [-2.587567, -2.160205, 0.619325], [0.223444, 4.410391, -3.313723], [3.847849, 2.472855, -0.552746], [-3.174967, -2.398820, 4.261544], [2.882435, -5.656479, 0.871364], [1.810065, 3.848352, 0.377675], [-0.045416, -0.243836, 4.667607], [-0.392246, 2.447187, -0.560186], [-2.284667, -3.923606, 4.412155], [-3.476301, -3.707200, 3.120127], [1.198476, -5.055768, 0.878309], [-2.077483, 1.232912, -2.469098], [3.141003, -0.107954, -0.624240], [3.122975, 1.816806, 0.921070], [-2.469255, -3.224904, 0.456031], [2.763971, 2.662460, -4.726116], [1.299974, 0.784947, -4.073604], [2.014406, -5.455737, 2.408719], [1.697863, 3.348758, -1.307926], [-1.281840, 0.281608, -3.739011], [0.223943, 2.166836, 1.082652], [-1.219808, 1.928108, 4.410487], [0.323689, -1.767409, 2.778936], [-0.014604, -2.744784, 4.217743], [-0.079437, 5.429970, -3.112924], [-1.537493, 3.544339, -2.464063], [2.497660, 0.909325, -1.942530], [-1.560900, -1.025623, 5.076133], [-1.211990, -3.493942, 2.178823], [-3.276675, 2.543090, 0.707284]],
  "atomic_forces_ev_per_a": [[0.01, 0.02, -0.06], [-0.02, 0.09, -0.05], [-0.01, 0.02, 0.01], [0.13, -0.09, 0.01], [-0.02, 0.00, 0.02], [0.02, -0.03, -0.03], [0.02, -0.01, 0.01], [0.00, -0.03, 0.01], [0.01, 0.01, -0.04], [-0.02, 0.03, 0.05], [-0.03, 0.07, -0.03], [0.10, -0.07, -0.10], [-0.11, -0.03, 0.03], [0.00, 0.00, 0.01], [-0.01, -0.01, 0.00], [0.02, -0.03, 0.01], [-0.06, -0.01, 0.05], [0.00, -0.01, 0.03], [-0.08, 0.02, 0.03], [0.01, 0.00, -0.01], [-0.01, 0.01, 0.01], [-0.07, -0.04, 0.05], [0.01, -0.03, -0.01], [-0.02, -0.03, 0.00], [0.02, -0.01, -0.02], [0.03, 0.02, -0.02], [-0.01, -0.04, -0.03], [0.01, 0.00, -0.02], [0.06, -0.04, 0.02], [0.00, 0.00, -0.02], [0.01, 0.02, 0.00], [0.01, -0.02, 0.02], [0.02, -0.02, 0.03], [0.00, 0.01, -0.01], [0.00, -0.04, 0.06], [0.00, 0.02, -0.01], [0.00, 0.02, -0.01], [0.00, 0.00, -0.01], [-0.01, 0.00, -0.01], [-0.01, -0.01, -0.01], [0.00, 0.00, 0.00], [-0.01, 0.05, -0.03], [0.09, 0.06, 0.01], [0.01, 0.00, 0.02], [0.00, -0.01, 0.00], [0.00, 0.00, 0.01], [0.00, 0.00, 0.00], [0.00, 0.00, 0.00], [0.00, 0.00, 0.00], [0.03, 0.00, 0.03], [0.00, 0.00, 0.00], [0.00, 0.00, 0.00], [0.00, -0.01, 0.00], [-0.01, 0.04, -0.06], [-0.01, 0.05, 0.00], [0.00, 0.00, 0.00], [-0.03, 0.00, 0.03], [0.00, 0.00, 0.00], [0.00, 0.00, 0.00], [0.01, 0.01, 0.00], [-0.02, 0.01, -0.03], [-0.02, 0.00, 0.01], [-0.03, 0.00, 0.03], [0.00, 0.00, 0.01], [-0.04, -0.04, 0.04], [0.00, 0.00, -0.01], [0.00, 0.00, 0.00], [0.00, 0.00, 0.00], [-0.01, 0.01, -0.01], [-0.01, 0.01, 0.00], [0.02, 0.02, -0.01], [0.02, 0.00, 0.00]],
  "fmax_ev_per_a": 0.16,
  "spin_multiplicity": 1,
  "relative_energy_kcal_mol": 0.1,
  "gap_ha": 0.26660,
  "total_charge": -1
}

***

{
  "formula": "C30H28N2SiTi",
  "method": "the ωB97M-V functional and the def2-TZVPD basis",
  "symbols": ["Ti", "Si", "N", "N", "C", "C", "C", "C", "C", "C", "C", "C", "C", "C", "C", "C", "C", "C", "C", "C", "C", "C", "C", "C", "C", "C", "C", "C", "C", "C", "C", "C", "C", "C", "H", "H", "H", "H", "H", "H", "H", "H", "H", "H", "H", "H", "H", "H", "H", "H", "H", "H", "H", "H", "H", "H", "H", "H", "H", "H", "H", "H"],
  "coordinates": [[0.492616, 0.196005, -0.931330], [-0.024251, -0.356915, -3.375840], [-0.694728, -0.672741, 0.861628], [1.237628, -1.825375, -0.676447], [0.361253, -3.418243, 3.060385], [2.217088, -3.905469, -1.369704], [0.584337, 1.632283, 0.773630], [1.887966, 1.128983, 0.366522], [-1.741620, -0.233987, 1.563113], [2.139380, 1.647649, -0.949253], [-1.212530, 0.340331, -4.608683], [-3.311789, 1.459691, -5.170125], [-1.112666, -1.458443, 3.492728], [0.840796, -2.727364, -4.818982], [1.837029, -4.558992, -0.204774], [2.078491, -2.503888, -1.496130], [2.789490, -2.668517, -6.287132], [-1.922881, -0.503513, 2.921614], [3.118194, -1.419724, -5.763556], [1.133506, -1.428142, -4.366776], [-2.952765, 1.479982, -6.525252], [-3.396844, -1.970958, -1.016022], [-1.754575, 0.888601, -6.924581], [0.030409, 2.393315, -0.326519], [0.830515, -2.448034, 0.466264], [-2.455689, 0.908117, -4.212663], [1.657621, -3.306209, -5.804521], [-0.227243, -2.169142, 2.685094], [1.214385, -3.776957, 0.788395], [-0.914472, 0.269473, -5.986451], [0.000386, -1.722547, 1.368532], [2.330126, -0.799571, -4.786963], [0.939000, -4.258198, 2.122165], [0.981705, 2.420132, -1.358205], [-3.965024, -2.909610, -1.175595], [1.403877, -4.284705, -6.176330], [4.016371, -0.925128, -6.114642], [3.417976, -3.126723, -7.051866], [-2.544184, -2.202290, -0.325617], [-3.150697, -1.628085, -2.088908], [-3.635036, 1.907927, -7.260328], [-2.777972, -0.128954, 3.432049], [-0.969072, 2.821415, -0.342861], [0.922457, 0.601943, -2.701183], [-4.258368, 1.884284, -4.843954], [-1.169403, -1.770016, 4.531733], [-1.457575, 0.893456, -7.966644], [0.085889, 1.559275, 1.744456], [2.485126, -1.928261, -2.349121], [3.082175, 1.585312, -1.520119], [2.684659, -4.450771, -2.195448], [0.190060, -3.720798, 4.095891], [1.213837, -5.278058, 2.404557], [-0.016350, -3.278732, -4.413568], [-4.001403, -1.162861, -0.502041], [2.642730, 0.163505, -4.337052], [1.888796, -5.646701, -0.071925], [-2.395815, 0.376767, 0.982059], [-2.723062, 0.932031, -3.143385], [-0.012218, -0.261001, -6.324269], [0.911816, 2.995843, -2.283820], [2.547542, 0.463903, 0.912273]],
  "atomic_forces_ev_per_a": [[-2.20, -1.45, -2.11], [-1.61, -1.55, 0.95], [-0.35, -0.89, -0.28], [1.51, -0.66, -0.20], [0.21, -1.14, -0.41], [0.77, -0.08, -0.01], [0.74, 0.90, -0.26], [-0.29, 1.85, 0.64], [1.04, 0.12, -0.17], [0.12, 0.77, 0.34], [-0.62, 0.42, -0.50], [0.20, -0.09, 0.16], [0.10, -0.10, 0.31], [0.44, 0.42, -0.43], [-0.60, 0.60, -0.59], [-1.44, 0.04, 0.21], [-0.14, 0.46, 0.18], [0.10, -0.91, -0.65], [0.32, 0.27, 0.27], [0.67, 0.10, 0.12], [0.07, -0.29, 0.41], [-0.22, 0.42, -0.57], [0.13, -0.29, 0.32], [0.90, -0.41, 0.99], [0.99, -0.74, -0.25], [0.63, 0.09, -0.33], [-0.40, -0.23, 0.58], [0.83, -0.34, -1.05], [-0.35, 0.36, 0.48], [-0.26, 0.43, 0.05], [-0.95, 0.49, 0.44], [-0.12, -0.55, -0.31], [-0.54, 0.93, 1.06], [0.84, 0.23, 0.35], [0.00, 0.67, 0.46], [-0.04, -0.22, -0.07], [0.00, 0.01, 0.04], [-0.24, 0.12, 0.23], [-0.42, 0.27, -1.15], [0.22, -0.33, 1.94], [0.26, -0.03, 0.19], [-0.33, 0.49, 0.37], [0.30, -0.01, -0.03], [0.84, 0.43, -0.19], [0.13, -0.05, -0.14], [-0.33, 0.21, -0.06], [-0.13, -0.05, 0.00], [0.49, -0.26, -0.54], [-0.28, -0.65, 0.62], [-0.80, -0.21, 0.39], [-0.06, 0.23, 0.39], [0.19, -0.24, -0.37], [0.04, 0.41, -0.15], [0.24, 0.29, -0.34], [0.37, -1.09, -0.72], [-0.29, -0.57, -0.55], [0.34, 0.54, -0.10], [-0.44, 0.66, 0.08], [0.09, -0.03, -0.59], [-0.42, 0.45, 0.13], [-0.10, -0.51, 0.27], [-0.09, 0.30, 0.14]],
  "fmax_ev_per_a": 3.38,
  "spin_multiplicity": 2,
  "relative_energy_kcal_mol": 18.2,
  "s2": 0.765,
  "gap_ha": [0.21706, 0.21870],
  "total_charge": 1
}

***

{
  "formula": "C30H28N2SiW",
  "method": "the ωB97M-V functional and the def2-TZVPD basis",
  "symbols": ["W", "Si", "N", "N", "C", "C", "C", "C", "C", "C", "C", "C", "C", "C", "C", "C", "C", "C", "C", "C", "C", "C", "C", "C", "C", "C", "C", "C", "C", "C", "C", "C", "C", "C", "H", "H", "H", "H", "H", "H", "H", "H", "H", "H", "H", "H", "H", "H", "H", "H", "H", "H", "H", "H", "H", "H", "H", "H", "H", "H", "H", "H"],
  "coordinates": [[0.510917, -0.819649, 1.165504], [-0.407344, -0.028912, -1.215776], [1.868518, -0.537818, 2.840318], [0.633759, 1.315890, 1.312628], [-3.252566, -0.086924, -0.936295], [-0.286377, -1.468608, -2.457743], [-1.387401, -1.900032, -3.214680], [-3.765659, 2.322499, -2.269024], [-1.069730, -2.302921, 0.572995], [3.096109, 1.247671, 4.023986], [0.425431, 3.532673, 0.428715], [3.012970, -0.959940, 4.937789], [-0.357821, -2.106206, 2.767815], [-2.446685, 1.910380, -2.043363], [-0.040908, 0.983430, -4.175345], [3.062497, 3.493689, 3.041486], [1.711053, 1.715734, 2.059392], [2.115068, 3.081188, 2.066860], [3.484810, 2.630766, 4.023507], [-4.819552, 1.537363, -1.783707], [0.948920, -2.128609, -2.592663], [0.542804, -2.969238, 2.054772], [-2.179177, 0.676005, -1.425960], [-4.569871, 0.342374, -1.101313], [3.416318, 0.358731, 5.052792], [-1.263343, -2.979160, -4.097408], [-0.037201, -3.645562, -4.199277], [2.283110, 0.778283, 2.952494], [-1.382467, -1.694946, 1.844928], [1.068135, -3.231012, -3.444851], [1.553028, 3.953543, 1.122729], [2.366724, -1.395124, 3.782391], [-0.127781, 2.279034, 0.715882], [0.105114, -3.089620, 0.721761], [-3.962330, 3.249929, -2.811820], [0.806036, 0.427973, -3.739362], [-5.847124, 1.858722, -1.928986], [1.814502, -1.793654, -2.009537], [-3.078451, -1.032821, -0.419678], [3.211720, -1.700052, 5.712338], [-0.037744, 0.792479, -5.264876], [-1.617849, 2.545196, -2.369056], [2.007862, 4.936195, 0.997010], [0.591112, -3.655265, -0.068594], [0.049896, -4.511059, -4.850517], [3.420341, 4.521795, 3.014819], [-1.165707, 2.025584, 0.485885], [-2.243286, -1.071724, 2.069241], [-0.042676, 4.156490, -0.328266], [1.363356, -3.555145, 2.454425], [-2.354234, -1.402915, -3.110995], [-2.134232, -3.302387, -4.673066], [0.068087, 2.060290, -3.927532], [-0.381752, -1.904847, 3.827333], [-1.701987, -2.330319, -0.297273], [2.019193, -3.768265, -3.495698], [3.975396, 0.721106, 5.908118], [-5.378327, -0.267411, -0.686318], [0.459009, 1.050334, -1.675922], [4.129598, 2.964991, 4.834792], [-1.013559, 0.635154, -3.810543], [2.231746, -2.465343, 3.632736]],
  "atomic_forces_ev_per_a": [[0.32, 0.72, 0.38], [-1.14, -0.90, -1.17], [2.08, 0.70, 0.81], [-0.72, 0.68, 0.45], [-0.27, 0.32, -0.13], [0.19, -0.08, 0.56], [0.20, -0.30, 0.06], [0.14, -0.33, 0.30], [-0.74, -0.37, 0.07], [-0.58, 0.39, -1.13], [0.13, 0.28, 0.34], [0.34, -0.01, -0.03], [-1.19, -0.84, -0.68], [-0.15, -0.10, 0.01], [0.24, 0.32, -0.61], [0.72, -0.31, 0.90], [-0.26, 1.62, -0.51], [0.12, -1.23, 0.26], [-0.09, 0.43, -0.45], [0.07, -0.05, -0.01], [-0.50, -0.36, -0.09], [-0.50, -0.50, -0.11], [0.33, -0.19, 0.98], [0.21, 0.04, 0.01], [-0.16, -0.47, -0.02], [0.23, 0.14, 0.31], [-0.04, 0.06, 0.16], [0.12, -0.56, 1.12], [0.24, -0.91, 0.02], [-0.07, 0.15, 0.11], [-0.37, -0.40, -0.42], [-0.61, 0.67, -0.54], [1.05, -0.55, 0.09], [-0.18, 0.09, 0.03], [0.02, -0.30, 0.25], [-0.56, 0.26, -0.26], [0.16, -0.02, -0.02], [-0.15, -0.10, -0.21], [-0.15, 0.32, -0.20], [0.16, 0.24, -0.24], [0.09, 0.43, 0.48], [-0.29, -0.24, -0.02], [-0.32, -0.16, -0.10], [-0.13, 0.15, 0.14], [0.02, 0.17, 0.06], [-0.12, -0.20, 0.13], [0.52, -0.11, -0.50], [0.21, -0.08, -0.06], [-0.17, 0.05, 0.42], [-0.10, 0.34, -0.14], [0.29, -0.09, -0.09], [0.38, 0.06, 0.14], [-0.01, -0.60, -0.47], [0.26, 0.24, -0.07], [0.12, 0.12, -0.12], [-0.36, 0.18, -0.15], [-0.06, -0.13, 0.03], [0.19, 0.34, -0.28], [0.58, 0.28, 0.31], [-0.08, 0.04, -0.27], [0.47, 0.05, -0.02], [-0.15, 0.58, 0.17]],
  "fmax_ev_per_a": 2.34,
  "spin_multiplicity": 3,
  "relative_energy_kcal_mol": 0.4,
  "s2": 2.021,
  "gap_ha": [0.21411, 0.20769],
  "total_charge": 2
}

***

> Which formula does entry 3 have?

C30H28N2SiW